# 1
{
  "formula": "C21H44FN3O4S2",
  "method": "ωB97M-V with the def2-TZVPD basis set",
  "spin_multiplicity": 3,
  "total_charge": 0,
  "mol_weight_g_mol": 485.732,
  "e_tot_ev": -59534.3536,
  "gap_ev": [8.8, 9.6],
  "lumo_ev": [0.36, 0.29],
  "symbols": ["H", "F", "C", "H", "H", "C", "N", "H", "H", "O", "H", "C", "H", "C", "O", "H", "H", "C", "H", "H", "C", "H", "C", "H", "C", "H", "H", "C", "H", "H", "H", "C", "H", "H", "H", "H", "H", "H", "H", "C", "C", "H", "N", "H", "C", "H", "H", "H", "C", "H", "S", "H", "C", "H", "H", "O", "H", "C", "H", "C", "H", "H", "C", "C", "H", "O", "H", "H", "H", "N", "C", "S", "C", "H", "H"],
  "positions_angstrom": [[-3.007, -1.067, 0.848], [-4.902, -2.871, -2.781], [-2.775, 0.579, -0.618], [-0.836, 3.496, 1.657], [-1.861, 1.435, 2.656], [4.401, 1.301, 3.834], [5.324, 0.137, 3.983], [-6.528, 0.982, -5.474], [6.298, -2.720, 2.357], [-1.867, 2.630, -0.963], [3.300, 0.373, 1.278], [3.990, -1.745, 3.023], [4.828, 2.095, 5.815], [-0.510, -0.642, -0.538], [-3.484, -1.462, -4.102], [3.880, -2.158, 4.027], [-5.793, -2.248, -7.206], [6.406, -1.918, 3.087], [-4.173, 0.036, -6.251], [-4.403, 0.082, -1.950], [4.395, 1.864, 2.408], [-4.574, 1.666, -1.189], [5.352, -0.285, 1.521], [5.228, -1.064, 0.766], [-5.054, -1.956, -6.467], [-4.904, -5.082, -5.633], [-0.720, -1.304, 0.307], [4.773, 2.441, 4.781], [3.082, -1.199, 2.779], [0.195, -1.181, -1.174], [-3.447, 1.422, -2.529], [0.131, 0.658, -0.059], [0.506, 1.207, -0.929], [2.982, -0.005, 4.888], [4.017, 3.224, 4.726], [-3.743, 0.459, 1.352], [6.346, 0.143, 1.355], [1.006, 0.429, 0.555], [6.382, -2.365, 4.082], [5.277, -0.905, 2.917], [-0.157, 2.847, 1.101], [0.710, 2.650, 1.733], [-2.102, 1.772, -0.024], [-5.587, -0.057, -7.256], [-0.840, 1.533, 0.731], [4.462, 1.276, 0.339], [-4.084, -2.228, -6.888], [-0.212, 0.814, 2.679], [-3.858, 0.968, -1.628], [7.389, -1.476, 2.934], [-4.176, -2.702, -4.139], [-4.515, -0.527, 0.146], [2.967, 0.880, 4.252], [0.199, 3.392, 0.228], [-6.865, -0.668, -4.957], [-3.303, -3.809, -4.255], [-1.486, -0.163, 2.008], [-1.787, -0.357, -1.327], [-5.452, 0.264, -4.305], [-5.155, -0.418, -6.322], [5.310, 2.441, 2.243], [-2.285, -1.298, -1.563], [4.304, 0.805, 1.312], [-6.073, 0.041, -5.169], [4.035, -2.581, 2.324], [6.537, 0.575, 4.083], [5.724, 2.902, 4.521], [-1.497, 0.082, -2.287], [3.568, 2.571, 2.301], [-5.404, -2.717, -5.241], [-3.542, -0.184, 0.495], [-6.010, -4.303, -5.530], [-1.128, 0.860, 2.088], [2.320, 0.675, 3.397], [2.477, 1.657, 4.837]],
  "lowdin_spin": [0.000, 0.000, 0.026, 0.000, 0.001, 0.026, 0.352, 0.000, 0.000, 0.553, 0.000, 0.001, 0.000, 0.001, 0.000, 0.001, 0.000, -0.001, 0.000, 0.000, 0.014, 0.000, 0.014, 0.001, 0.000, 0.000, 0.000, -0.001, 0.000, 0.001, -0.001, 0.014, 0.003, 0.002, 0.000, 0.002, 0.003, 0.001, 0.000, 0.027, -0.001, 0.000, 0.353, 0.000, 0.027, 0.001, 0.000, 0.000, -0.001, -0.001, 0.000, 0.000, 0.003, -0.001, 0.000, 0.000, 0.000, 0.014, 0.000, 0.000, 0.002, 0.001, 0.001, 0.000, 0.000, 0.554, -0.001, 0.002, 0.001, 0.000, 0.003, 0.000, 0.001, 0.000, 0.000]
}

# 2
{
  "formula": "C43H113NO19Ta",
  "method": "ωB97M-V with the def2-TZVPD basis set",
  "spin_multiplicity": 1,
  "total_charge": -1,
  "mol_weight_g_mol": 1129.313,
  "e_tot_ev": -88355.1674,
  "gap_ev": 6.3,
  "lumo_ev": 1.72,
  "symbols": ["C", "H", "H", "H", "H", "C", "H", "H", "C", "O", "H", "O", "H", "O", "H", "C", "C", "H", "H", "H", "H", "O", "O", "H", "H", "C", "C", "C", "C", "H", "H", "H", "H", "C", "C", "H", "H", "H", "H", "H", "C", "H", "O", "H", "C", "O", "H", "H", "H", "O", "H", "C", "H", "C", "H", "H", "H", "H", "H", "H", "H", "C", "H", "H", "C", "H", "H", "C", "H", "C", "C", "C", "O", "H", "H", "O", "C", "H", "H", "H", "H", "H", "O", "H", "H", "H", "H", "H", "C", "C", "H", "H", "H", "H", "Ta", "H", "C", "C", "C", "H", "H", "H", "O", "H", "C", "H", "H", "H", "C", "H", "C", "H", "H", "H", "H", "H", "H", "H", "H", "C", "O", "C", "H", "O", "C", "H", "O", "C", "H", "H", "H", "C", "H", "O", "H", "C", "C", "H", "O", "H", "H", "H", "H", "H", "H", "C", "C", "H", "H", "H", "H", "H", "H", "H", "H", "H", "H", "H", "C", "H", "C", "H", "H", "C", "C", "H", "H", "H", "H", "O", "H", "N", "H", "H", "H", "H", "O"],
  "positions_angstrom": [[-2.360, 2.214, 0.009], [3.318, -5.333, 6.980], [-8.308, 0.779, -3.706], [6.420, -6.768, 3.755], [1.413, 0.133, -6.745], [-1.815, -3.319, -1.003], [3.594, -4.123, 2.049], [1.818, 1.837, -4.076], [-4.485, 1.138, -0.353], [-1.266, 2.305, 0.823], [1.735, 3.632, 6.919], [2.445, -5.369, 7.379], [-1.243, -3.560, -0.117], [5.978, -4.879, 3.005], [2.497, -3.904, 0.727], [-4.686, 1.921, -1.474], [4.381, -4.596, 0.067], [-0.133, 5.034, 1.626], [-3.611, -3.295, 0.997], [1.318, -2.374, -2.022], [0.002, 3.836, 6.581], [2.053, 3.540, -7.902], [8.426, -0.873, -3.053], [-0.039, -0.440, -7.599], [-3.972, -3.447, 8.306], [2.705, -1.348, 1.314], [-3.588, -4.376, 0.912], [3.913, -2.269, 0.978], [-0.981, 6.044, -9.807], [-4.737, -4.143, -0.936], [4.080, 3.369, -8.047], [0.071, 1.524, 3.267], [-3.225, 0.079, 8.732], [-3.727, 2.837, -1.820], [3.533, -3.748, 1.031], [-0.202, 6.568, -4.053], [1.308, 9.299, -7.383], [3.894, -5.042, -2.015], [4.342, -2.004, 0.016], [3.190, -3.566, -1.362], [-8.600, 2.661, -3.328], [-2.380, -1.014, 3.012], [-0.390, 0.331, -5.740], [0.098, 2.785, -0.650], [-4.560, -4.996, 1.906], [0.050, 5.473, -0.403], [3.790, -2.064, -2.759], [1.587, 11.045, -7.224], [-3.895, 3.466, -2.682], [0.985, 10.031, -5.510], [1.338, 10.715, -4.938], [1.254, 0.399, -2.629], [5.773, -6.735, 2.091], [-3.294, -3.946, 3.643], [3.361, 2.416, -2.659], [2.681, -7.369, 7.903], [-2.061, 5.952, -9.740], [-1.221, -1.991, -2.576], [-3.263, -3.923, 4.728], [-4.663, 0.825, 8.004], [0.777, 2.224, 0.856], [1.370, 1.845, -3.064], [-4.136, 3.308, 4.314], [5.421, -4.459, 0.351], [5.713, -6.274, 3.081], [-4.123, -5.800, -0.613], [-1.765, -1.125, 0.985], [2.450, -0.269, 0.243], [-3.014, -4.354, -2.488], [-3.806, 0.172, 7.817], [2.379, 2.659, -2.253], [-2.689, -4.475, -1.458], [-2.560, -4.897, 7.790], [1.015, -6.765, 7.782], [-2.603, -4.778, 1.130], [0.122, 5.235, -5.571], [0.000, 2.017, 0.118], [-0.577, -3.631, -2.786], [2.250, 3.727, -2.409], [-0.733, 6.932, -10.394], [2.407, 2.380, -1.203], [-3.684, -2.980, 3.312], [-7.751, 1.553, -3.600], [-2.266, -4.041, 3.301], [-5.516, -4.465, 1.871], [-3.178, 0.721, 1.267], [-2.471, -2.467, -0.826], [-2.783, -4.864, 6.855], [3.346, 3.765, -7.350], [-2.560, 2.996, -1.107], [3.527, 4.835, -7.207], [-7.971, 3.539, -3.206], [-4.456, 2.155, 5.641], [0.714, -2.999, -0.492], [0.298, -0.146, -0.620], [2.962, -0.844, 2.244], [-0.708, -1.020, 1.241], [1.708, 10.074, -6.735], [0.042, -2.476, 5.911], [-4.775, -1.092, 6.661], [1.124, -2.373, 6.025], [2.771, 9.885, -6.566], [5.144, -3.381, -1.884], [3.119, -0.403, -0.607], [4.694, -2.633, -2.990], [-2.237, 2.169, 5.015], [-0.032, 1.022, -5.169], [-2.639, -3.719, 9.445], [-0.440, 6.463, -5.109], [-9.168, 2.500, -2.408], [0.462, 0.525, 3.081], [-0.575, 5.157, -10.299], [3.451, 3.253, -6.391], [0.342, 3.404, -3.483], [-2.074, -5.379, -1.445], [0.084, 1.716, 5.660], [5.450, -1.929, -3.319], [-4.707, -6.030, 1.608], [7.600, -2.721, -3.378], [-3.916, -4.734, -0.538], [-0.470, 6.162, -8.481], [2.005, -6.722, 7.335], [-9.295, 2.831, -4.156], [0.110, 2.502, -3.242], [-3.925, 3.072, 5.359], [1.867, -2.011, 1.514], [-4.247, -1.141, 7.462], [-2.905, -3.642, 8.391], [1.167, 3.715, 5.237], [-5.613, 1.790, -2.011], [4.484, -3.310, -3.822], [0.926, 3.359, 6.243], [-1.365, -0.075, -1.439], [-2.537, 2.907, 5.570], [-1.482, 4.554, 0.592], [-3.333, 1.306, 0.373], [-0.677, -0.307, 2.570], [0.486, 6.242, -8.547], [0.802, 1.946, 6.262], [7.594, -2.195, -1.688], [-5.206, 0.408, -0.023], [0.723, 0.137, 4.061], [1.410, 3.886, -7.278], [-0.459, -2.024, 6.771], [4.706, -6.400, 3.470], [0.470, -2.340, -1.330], [-0.799, -2.845, -2.058], [9.118, -2.740, -2.461], [0.697, 6.161, -0.230], [4.062, -5.632, 0.186], [1.945, -7.077, 6.303], [-0.285, -1.980, 5.000], [1.312, 0.628, 2.424], [6.867, -4.771, 2.659], [-0.098, 5.155, -6.504], [-0.064, -4.327, 6.556], [-1.524, 6.453, -5.234], [-0.017, 7.307, -5.658], [0.356, 0.336, -6.946], [-1.817, 3.715, -1.406], [8.173, -2.208, -2.613], [-0.375, -2.042, 1.432], [0.258, 1.309, -7.436], [-0.753, 5.326, 0.775], [4.090, -4.182, -1.369], [2.660, 0.733, 0.628], [-3.178, 0.610, 7.038], [-4.269, 3.894, 5.986], [0.743, -0.143, -3.428], [-0.332, -3.845, 5.767], [4.705, -2.128, 1.713], [-1.653, -0.417, 3.402], [8.929, -0.431, -2.366], [2.269, -0.004, -2.635], [-1.270, 6.266, 0.996], [-2.354, -2.819, 7.940], [-4.111, -5.029, 3.258]],
  "lowdin_charge": [-0.358, 0.071, 0.072, 0.071, 0.076, -0.259, 0.096, 0.110, -0.089, -0.192, 0.072, -0.126, 0.082, -0.130, 0.093, -0.102, -0.171, 0.082, 0.103, 0.019, 0.068, -0.132, -0.129, 0.072, 0.065, -0.283, -0.214, -0.187, -0.138, 0.109, 0.075, 0.074, 0.081, -0.085, -0.214, 0.078, 0.069, 0.122, 0.088, 0.094, -0.164, 0.018, -0.123, 0.028, -0.224, -0.132, 0.073, 0.074, 0.101, -0.126, 0.071, -0.306, 0.073, -0.117, 0.076, 0.072, 0.080, 0.056, 0.072, 0.075, 0.037, -0.548, 0.079, 0.103, -0.161, 0.100, 0.017, -0.332, 0.105, -0.137, -0.055, -0.209, -0.135, 0.077, 0.120, -0.135, -0.285, 0.093, 0.074, 0.076, 0.053, 0.079, -0.127, 0.087, 0.122, 0.096, 0.099, 0.052, -0.148, -0.028, 0.074, 0.077, 0.062, 0.018, 1.881, 0.087, -0.288, -0.161, -0.137, 0.077, 0.078, 0.076, -0.206, 0.016, -0.108, 0.065, 0.038, 0.078, -0.132, 0.074, -0.055, 0.081, 0.076, 0.067, 0.108, 0.039, 0.073, 0.114, 0.069, -0.195, -0.133, -0.159, 0.071, -0.066, -0.162, 0.064, -0.141, -0.150, 0.075, 0.080, 0.092, -0.164, -0.046, -0.140, 0.045, -0.045, -0.491, 0.075, -0.130, 0.076, 0.096, 0.067, 0.039, 0.068, 0.077, -0.353, -0.307, 0.074, 0.066, 0.103, 0.077, 0.050, 0.035, 0.076, 0.030, 0.054, 0.083, 0.061, -0.162, 0.102, -0.161, 0.043, 0.063, -0.138, -0.229, 0.019, 0.065, 0.078, 0.035, -0.139, 0.106, 0.098, 0.067, 0.032, 0.077, 0.054, -0.182]
}

# 3
{
  "formula": "C15H25BrFNO3SSi",
  "method": "ωB97M-V with the def2-TZVPD basis set",
  "relative_energy_kcal_mol": 10.6,
  "spin_multiplicity": 1,
  "total_charge": 0,
  "mol_weight_g_mol": 426.424,
  "e_tot_ev": -115066.9496,
  "gap_ev": 9.5,
  "lumo_ev": 0.34,
  "smiles": "C[C@@H]([C@H](O[Si](C)(C)C(C)(C)C)c1ccc(Br)cc1F)S(N)(=O)=O",
  "symbols": ["H", "H", "N", "Br", "H", "C", "H", "H", "H", "C", "O", "C", "C", "C", "C", "C", "H", "F", "H", "S", "H", "H", "C", "H", "H", "H", "H", "Si", "H", "H", "H", "H", "O", "H", "H", "C", "H", "C", "C", "H", "H", "H", "C", "H", "O", "C", "C", "C"],
  "positions_angstrom": [[0.819, -0.680, -3.841], [-1.718, -4.646, -0.545], [-2.110, -3.848, -0.058], [-2.169, 3.496, 5.499], [3.646, 1.067, -2.403], [2.963, 0.497, -3.017], [-1.636, 0.151, -0.280], [-0.641, -1.332, 3.044], [-3.288, 1.456, 1.121], [-0.567, 2.024, 3.667], [0.226, -3.236, -0.424], [1.603, 2.414, -0.361], [2.710, -1.025, -0.940], [-1.032, -0.078, 0.608], [2.035, -0.280, -2.098], [-2.506, 1.640, 1.817], [0.388, -1.626, -2.413], [1.023, 0.822, 2.311], [2.118, 3.067, -1.062], [-1.078, -2.529, -0.372], [-3.683, 3.045, 3.012], [3.501, -0.172, -3.692], [-0.722, 1.287, -2.231], [-3.026, -3.644, -0.419], [-0.723, -3.000, 2.441], [2.029, -1.578, -0.282], [1.816, -2.072, -3.371], [0.802, 0.911, -1.198], [-1.294, 0.381, -2.375], [-2.452, -1.492, 1.372], [2.418, 1.213, -3.627], [0.163, 2.159, 4.451], [0.316, -0.023, 0.114], [0.509, -1.839, 1.809], [-0.395, 1.666, -3.192], [-2.767, 2.492, 2.884], [2.346, 2.073, 0.351], [1.221, -1.234, -2.999], [-0.490, -1.955, 2.185], [0.854, 3.017, 0.120], [3.199, -0.300, -0.261], [3.523, -1.696, -1.245], [-1.301, 0.955, 1.665], [-1.376, 2.027, -1.779], [-1.771, -1.875, -1.516], [-0.290, 1.172, 2.599], [-1.792, 2.610, 3.866], [-1.403, -1.481, 1.070]],
  "lowdin_charge": [0.077, 0.063, -0.074, 0.753, 0.071, -0.101, 0.111, 0.079, 0.116, -0.053, -0.305, -0.127, -0.092, -0.337, -0.590, -0.002, 0.029, 0.059, 0.028, 0.735, 0.101, 0.085, -0.131, 0.054, 0.099, 0.052, 0.092, 0.563, 0.019, 0.150, 0.073, 0.113, -0.207, 0.077, 0.036, -0.107, 0.029, -0.088, -0.053, 0.024, 0.079, 0.089, -0.107, 0.038, -0.340, -0.173, -0.688, -0.320]
}

# 4
{
  "formula": "C5H7NO",
  "method": "ωB97M-V with the def2-TZVPD basis set",
  "relative_energy_kcal_mol": 75.5,
  "spin_multiplicity": 1,
  "total_charge": 0,
  "mol_weight_g_mol": 97.117,
  "e_tot_ev": -8832.9285,
  "gap_ev": 9.5,
  "lumo_ev": 0.84,
  "symbols": ["H", "N", "C", "H", "C", "H", "H", "H", "H", "C", "C", "H", "O", "C"],
  "positions_angstrom": [[0.761, -2.345, 1.083], [-1.568, 1.432, -1.748], [-0.663, 0.775, -0.950], [2.120, -1.341, 1.614], [1.506, 0.326, -0.417], [-1.684, -0.372, 0.608], [0.554, -1.259, 2.465], [-2.484, 1.010, -1.792], [-1.203, 1.687, -2.655], [-0.778, -0.028, 0.130], [0.600, -0.292, 0.527], [1.164, 0.742, 0.892], [0.642, 1.031, -1.244], [1.034, -1.366, 1.488]],
  "lowdin_charge": [0.086, 0.144, -0.401, 0.082, -0.016, 0.111, 0.080, 0.102, 0.104, 0.000, -0.401, 0.184, -0.024, -0.053]
}